36
Properties=species:S:1:pos:R:3:forces:R:3:lowdin_charge:R:1 method="wB97M-V/def2-TZVPD" charge=-2 homo_energy_ev="3.04 / 0.76" multiplicity=6 largest_force_ev_per_a=4.1 homo_lumo_gap_ev="2.61 / 4.74" s2=8.776 de_lowest_kcal_mol=0.2 total_energy_ev=-53467.153
C 0.214088 1.826228 -1.240420 -0.452 1.850 0.034 -0.219
C 0.517606 2.066126 0.144387 -1.228 2.123 -0.108 -0.226
C -0.704608 1.905525 0.900593 -0.290 2.030 -1.625 -0.259
C -1.761947 1.558112 -0.050306 0.657 1.724 -0.109 -0.242
C -1.175854 1.509032 -1.362124 -0.116 1.723 0.670 -0.219
Mn -0.232505 0.048242 -0.008943 -0.606 -3.946 1.114 0.470
C 1.765845 -0.377961 0.102785 1.832 -0.605 0.125 -0.248
C 1.627623 -0.919912 -1.300508 0.865 0.096 -0.397 -0.653
C 2.694575 -0.990812 -2.186119 -0.092 0.168 0.243 -0.118
N 0.320731 -1.121452 -1.548673 -0.548 -1.552 -0.874 -0.081
H -0.813767 2.039524 1.974921 0.085 -0.194 -0.397 0.078
H 1.471828 2.415042 0.569899 -0.604 -0.523 -0.398 0.090
H -2.803835 1.366116 0.190330 0.278 -0.117 0.008 0.076
H -1.721508 1.341898 -2.281306 0.143 -0.231 0.044 0.073
H 0.909238 1.943812 -2.069348 -0.080 -0.406 0.292 0.086
H 2.506117 0.432234 0.160906 0.219 -0.414 0.065 0.005
H 0.010615 -1.380148 -2.489616 0.681 0.018 0.110 0.016
H 1.922550 -1.136464 0.883963 0.130 -0.076 -0.214 0.007
H 3.653586 -0.603422 -1.830851 -0.148 -0.359 -0.318 -0.028
H 2.553201 -1.281636 -3.230903 0.088 0.171 0.080 -0.035
C -3.542505 -2.588723 1.397406 -0.515 -0.288 -0.010 -0.216
Si -1.994520 -2.172136 2.374608 1.065 2.446 -0.338 0.386
C -2.480500 -1.655957 4.135681 -0.556 -0.563 0.479 -0.251
C -1.057468 -3.794281 2.463587 0.229 -0.548 0.183 -0.212
C -1.131457 -0.593638 1.790494 -1.012 -1.775 1.604 -0.343
H -4.175814 -3.256300 2.004312 -0.023 0.063 -0.193 0.007
H -3.296952 -3.112543 0.461589 0.004 0.175 0.208 0.020
H -4.128943 -1.696783 1.142845 0.138 -0.112 0.064 0.016
H -3.093191 -2.421051 4.631384 -0.125 0.007 0.338 -0.014
H -1.584922 -1.477619 4.745771 -0.105 -0.086 -0.199 0.011
H -3.046036 -0.712134 4.115208 0.134 -0.287 -0.105 0.010
H -0.928785 -4.249462 1.471194 -0.010 0.189 0.173 0.021
H -0.060645 -3.700599 2.917774 -0.222 0.073 -0.113 0.019
H -1.636706 -4.501797 3.081645 0.124 0.063 -0.127 0.009
H -1.826058 0.217362 2.122039 0.054 -0.702 -0.148 -0.026
H -0.271762 -0.467588 2.482043 0.006 -0.139 -0.160 -0.009